[1]
DFT (ωB97M-V/def2-TZVPD) results for C47H48ClN8P2S2W as an isolated structure.

The geometry in ORCA input format:
```
! wB97M-V def2-TZVPD RIJCOSX def2/J DEFGRID3
* xyz 1 3
W -1.072 -0.320 -0.254
Cl 0.473 -3.271 -3.999
S -1.858 1.448 1.333
S 5.309 4.793 1.105
P 1.026 -0.186 1.418
P 0.910 1.136 -0.982
N -3.634 -0.635 1.491
N 1.909 0.788 0.347
N -2.679 0.574 -1.261
N -0.526 -2.438 -0.135
N -4.346 1.403 2.201
N -2.597 -1.313 0.929
N -4.749 1.803 -1.624
N -6.786 0.824 -2.664
C 0.811 -4.338 -0.689
C 1.006 2.645 4.350
C 3.874 0.860 -4.473
C -1.324 4.262 -2.138
C -1.885 -4.504 -3.694
C -0.208 5.027 -0.152
C 3.306 1.211 0.545
C 1.643 2.022 5.415
C -2.637 -2.606 0.964
C -1.277 -4.634 0.424
C 2.386 2.183 -3.123
C -6.600 0.750 1.377
C 0.569 -2.980 -0.675
C 0.467 3.817 -0.058
C 1.933 -1.740 1.648
C 1.947 -3.913 2.696
C -1.098 5.252 -1.190
C -0.655 3.055 -2.044
C 1.879 0.023 4.100
C -5.669 0.902 2.569
C 2.030 1.048 -2.398
C 5.021 5.309 -0.599
C -3.766 -3.368 1.564
C 3.147 -4.211 2.060
C 3.526 -0.276 -3.753
C 3.307 2.084 -4.157
C 4.983 3.024 0.947
C -3.067 -2.421 -2.329
C 1.341 -2.686 2.487
C -1.177 -3.343 -3.416
C -0.132 -5.181 -0.128
C 2.608 -0.181 -2.721
C -0.943 -1.024 -2.384
C -3.796 -3.565 -2.605
C 2.080 0.713 5.286
C 3.511 2.700 0.746
C -3.388 0.647 1.664
C -5.819 1.249 -2.197
C -3.202 -4.619 -3.285
C -3.699 1.122 -1.458
C -1.730 -2.270 -2.717
C -1.458 -3.260 0.400
C 0.795 1.956 3.169
C 3.122 -2.053 0.998
C 3.729 -3.284 1.210
C 1.222 0.634 3.031
C 0.259 2.829 -1.011
H -6.078 1.607 3.292
H 4.588 0.788 -5.283
H -4.834 -3.622 -2.303
H 1.805 2.560 6.340
H 3.978 5.195 -0.890
H 0.100 -1.180 -2.657
H -2.030 4.425 -2.941
H -3.549 -1.608 -1.807
H 3.578 2.969 -4.717
H 3.625 -5.167 2.227
H 3.688 0.670 1.413
H 3.139 3.238 -0.129
H 1.261 -2.293 -1.132
H 2.346 -1.074 -2.167
H -0.037 5.793 0.593
H -2.036 -5.264 0.862
H 5.353 2.574 1.870
H 1.143 3.654 0.766
H 3.882 0.881 -0.327
H 3.962 -1.234 -4.000
H -1.403 -5.301 -4.244
H -6.196 0.041 0.655
H -4.669 -2.766 1.529
H -6.751 1.703 0.871
H -4.174 2.394 2.226
H -3.761 -5.517 -3.514
H -7.571 0.383 1.709
H -3.927 -4.302 1.029
H -5.530 -0.052 3.077
H -3.559 -3.600 2.612
H 1.486 -4.638 3.354
H -1.626 6.195 -1.256
H 0.295 2.457 2.352
H 2.947 3.041 1.618
H -1.293 -0.211 -3.021
H 5.665 4.756 -1.283
H 2.249 -0.988 4.016
H 0.014 -6.253 -0.130
H 1.947 3.143 -2.885
H 5.588 2.626 0.127
H 5.279 6.364 -0.654
H 0.407 -2.455 2.990
H 2.590 0.227 6.107
H 1.710 -4.715 -1.154
H 3.577 -1.347 0.316
H 4.661 -3.516 0.711
H 0.668 3.669 4.441
H -0.856 2.277 -2.774
*
```

Calculated values
Orbital gap (spin up / spin down) = 6.98 / 6.61 eV
Calculated total energy = -116031.8034 eV


[2]
DFT (ωB97M-V/def2-TZVPD) results for C47H48FN6O4Pt as an isolated structure.

The geometry in ORCA input format:
```
! wB97M-V def2-TZVPD RIJCOSX def2/J DEFGRID3
* xyz 1 3
Pt 2.061 -0.087 -1.454
F -1.844 -1.302 3.479
O 4.036 0.481 -0.878
O 5.776 0.495 0.570
O 1.878 -1.351 0.083
O -5.196 -0.023 0.026
N 2.237 1.574 -5.248
N -0.662 -2.052 5.832
N 0.365 0.872 -4.097
N 3.496 -0.770 3.731
N -2.613 -2.269 7.969
N 2.421 1.112 -2.968
C -7.103 -3.019 -0.438
C -0.295 -1.697 7.210
C 0.185 -0.321 -2.010
C 2.417 -0.917 1.166
C 1.462 1.981 -6.376
C -2.129 -0.906 -1.259
C 3.015 3.378 -2.124
C 1.552 -1.701 4.698
C 3.384 2.208 -2.796
C 5.364 0.704 -3.513
C 2.194 -1.142 3.594
C 4.593 0.892 5.248
C -6.460 -4.685 1.162
C 1.534 3.329 -6.806
C -1.587 -1.214 7.972
C 4.221 -0.571 2.592
C 0.615 3.755 -7.779
C 5.649 3.140 -2.940
C 1.680 1.171 -4.081
C -1.817 -2.999 5.654
C 4.076 -0.494 5.031
C 3.694 -0.381 1.307
C -1.825 0.534 -3.137
C 0.506 1.090 -6.981
C -0.407 1.514 -7.909
C 3.860 4.500 -2.107
C 0.189 -1.327 2.275
C -6.142 -0.688 -0.342
C 3.414 0.348 6.038
C -7.299 -4.227 0.176
C 5.208 4.433 -2.475
C -7.269 -0.217 -1.290
C 4.792 2.048 -3.113
C 2.548 4.304 -6.217
C -2.660 -0.267 -2.358
C 4.601 0.206 0.288
C -2.403 1.508 -4.119
C -5.231 -2.660 0.963
C -6.224 -2.128 0.095
C 0.131 -1.785 4.724
C -5.369 -3.916 1.522
C -3.017 -2.611 6.517
C -0.466 0.350 -3.059
C 1.581 -1.076 2.349
C -0.258 2.886 -8.386
C -0.741 -1.036 -1.152
C -0.482 -1.510 3.462
H 0.626 4.793 -8.159
H 0.376 0.052 -6.662
H -8.308 -0.346 -0.856
H -2.314 -3.076 8.502
H 4.789 -1.290 5.377
H -7.075 0.808 -1.548
H -1.813 2.440 -4.130
H 5.531 0.088 -2.630
H -3.591 -1.775 6.187
H 3.606 4.014 -6.141
H 2.431 0.805 5.687
H 2.008 3.394 -1.671
H 5.439 0.954 5.890
H -7.763 -2.791 -1.306
H 6.326 0.787 -4.027
H 3.479 5.464 -1.659
H -4.688 -4.339 2.220
H 0.508 -0.938 7.101
H -7.157 -0.846 -2.168
H -2.116 -2.959 4.599
H 2.085 -2.121 5.564
H -3.476 1.742 -3.811
H -1.259 0.879 -8.232
H 4.300 1.580 4.439
H 2.256 4.593 -5.152
H 2.511 5.283 -6.779
H -3.448 -2.027 8.485
H -6.690 -5.662 1.576
H -0.824 3.175 -9.281
H 3.731 0.160 7.038
H -2.774 -1.318 -0.481
H -4.363 -2.062 1.201
H -1.264 -1.028 8.991
H 3.175 1.884 -5.124
H -3.723 -0.209 -2.566
H 4.669 0.122 -4.200
H 5.262 -0.440 2.712
H 6.768 3.032 -3.120
H -0.129 1.239 -4.952
H -1.508 -4.053 5.827
H -0.196 -1.691 -0.460
H 5.850 5.289 -2.507
H -2.401 1.205 -5.160
H -3.708 -3.443 6.567
H 0.102 -2.572 7.678
H -1.959 -0.224 7.618
H -0.401 -1.155 1.388
H -8.106 -4.881 -0.183
*
```

Calculated values
Relative energy (zero: lowest compared OMol25 entry of this formula, charge and spin) = 0.6162 eV
Orbital gap (spin up / spin down) = 3.47 / 5.59 eV
Calculated total energy = -72601.4581 eV


calculated total energy of number 1 (C47H48ClN8P2S2W)?
-116031.8034 eV


Number 1 is which compound?
C47H48ClN8P2S2W


calculated total energy of number 2 (C47H48FN6O4Pt)?
-72601.4581 eV


Look up the calculated total energy of the second one.
-72601.4581 eV